{"formula": "C14H17BF6HfN6O", "method": "ωB97M-V/def2-TZVPD", "symbols": ["H", "N", "B", "N", "C", "Hf", "H", "C", "H", "C", "H", "C", "H", "H", "H", "N", "N", "N", "N", "C", "C", "H", "H", "C", "C", "C", "C", "H", "H", "H", "H", "H", "C", "C", "O", "C", "F", "F", "F", "C", "F", "F", "F", "H", "H", "H"], "xyz": [[1.318, -0.513, -3.122], [-0.240, 0.387, -2.017], [-2.431, 1.103, -0.915], [-1.599, 0.443, -2.069], [-1.983, -0.318, -3.108], [0.475, 0.767, 1.126], [-3.025, -0.409, -3.363], [-0.843, -0.841, -3.724], [-0.825, -1.463, -4.599], [0.250, -0.376, -3.010], [-3.513, 1.414, -1.329], [0.751, 0.784, 3.225], [1.723, 0.341, 3.487], [-0.007, 0.298, 3.847], [0.802, 1.840, 3.536], [-1.665, 2.354, -0.355], [-2.539, 0.091, 0.276], [-0.399, 2.234, 0.255], [-1.417, -0.249, 1.026], [-2.014, 3.636, -0.369], [-3.623, -0.500, 0.800], [-2.961, 3.924, -0.797], [-4.609, -0.315, 0.381], [-0.996, 4.404, 0.180], [-3.228, -1.273, 1.887], [0.011, 3.535, 0.556], [-1.848, -1.122, 1.994], [-0.996, 5.475, 0.258], [-3.864, -1.858, 2.531], [0.994, 3.746, 0.973], [-1.161, -1.534, 2.723], [0.303, 1.111, -1.556], [1.857, -2.623, -0.785], [2.512, -1.602, 0.109], [1.777, -0.412, 0.320], [2.767, -2.268, 1.500], [3.473, -3.429, 1.434], [3.401, -1.438, 2.364], [1.548, -2.568, 2.067], [3.869, -1.157, -0.517], [4.728, -2.189, -0.749], [3.625, -0.561, -1.725], [4.508, -0.245, 0.246], [0.960, -3.014, -0.292], [2.563, -3.445, -0.962], [1.572, -2.165, -1.738]], "forces_ev_per_a": [[-0.1893, 0.1192, -0.1474], [0.2631, -0.0717, -0.0845], [-0.1845, -0.3438, 0.4315], [0.3223, 0.3299, -0.1017], [0.7679, 0.4289, 0.4137], [2.4216, -6.0352, 2.2211], [-0.0545, -0.1227, 0.0629], [0.1263, -0.1190, -0.0390], [0.0156, -0.1247, -0.0562], [-0.8012, 0.0307, -0.2224], [0.2591, -0.0589, 0.1820], [0.3581, 0.5923, 0.8238], [-0.0817, 0.0115, -0.0606], [0.0081, 0.1246, -0.0616], [-0.0474, -0.0681, 0.2748], [0.9761, -0.1063, 0.2705], [0.5165, 0.2826, 0.2547], [-3.0454, 5.7426, -2.8756], [-1.0435, -0.6660, -0.0118], [0.3015, -0.6958, -0.1787], [0.5478, 0.0833, 0.0184], [-0.0279, 0.0884, 0.0294], [0.2882, -0.1193, 0.0838], [0.6704, 0.3276, 0.2828], [0.3507, -0.1694, 0.1444], [-1.2321, -0.4430, -0.6257], [-0.6706, 0.7399, -0.6556], [0.0633, 0.1212, 0.0922], [0.0265, -0.0295, -0.0648], [-0.2343, -0.0239, 0.0381], [-0.0863, 0.0022, -0.1567], [-0.3860, -0.1022, -0.2065], [-0.4739, -0.0933, -0.2295], [1.2015, 0.1415, 0.4527], [-0.0879, -0.5330, -0.2254], [0.3517, -0.6497, 1.1120], [-0.9030, 1.5218, -0.1887], [-0.5757, -0.6027, -0.7475], [0.7855, 0.3696, -0.4854], [1.2624, 0.0623, -0.4738], [-1.2209, 1.0808, 0.3995], [-0.0613, -0.3781, 0.7400], [-0.5418, -0.6214, -0.5132], [0.1770, 0.0145, -0.1727], [-0.2868, 0.2138, -0.0083], [0.1749, -0.2512, 0.2650]], "multiplicity": 1, "homo_energy_ev": -16.56, "e_tot_ev": -44057.68884, "charge": 2, "de_lowest_ev": 1.115}